DFT (ωB97M-V with the def2-TZVPD basis set) results for a structure of composition C35H26Cl2CrN3O4S2Te at a distorted geometry.

Calculated values
- spin multiplicity = 2
- expectation value of S² = 0.867
- charge = -2
- frontier orbital gap (alpha / beta) (eV) = 4.26 / 6.04

Structure (XYZ):
```
74
Properties=species:S:1:pos:R:3:mulliken_charge:R:1
Cr 0.31 -1.30 -0.14 0.15
Cl 0.82 -8.44 -2.18 -0.31
C 0.55 -6.70 -2.00 0.58
C -0.18 -6.05 -2.98 -1.06
C -0.38 -4.66 -2.81 0.69
Cl -1.29 -3.83 -4.05 -0.26
C 0.11 -3.92 -1.72 -0.69
O -0.10 -2.63 -1.60 0.47
C 0.87 -4.66 -0.72 1.58
C 1.42 -4.02 0.40 -1.06
O 1.34 -2.78 0.74 -0.69
C 1.07 -6.06 -0.91 -1.29
H -0.58 -6.57 -3.83 0.41
H 2.01 -4.66 1.07 0.11
H 1.64 -6.61 -0.17 0.31
C 1.17 -0.07 0.69 -0.90
C 2.20 0.56 1.48 1.22
C 3.18 -0.26 2.10 -0.65
C 4.17 0.29 2.90 -0.37
C 4.23 1.66 3.14 -0.56
C 3.27 2.48 2.55 -0.60
C 2.28 1.94 1.73 -0.08
H 3.13 -1.32 1.92 0.44
H 4.91 -0.36 3.36 0.37
H 5.00 2.08 3.78 0.36
H 3.30 3.55 2.72 0.36
H 1.55 2.60 1.29 0.45
Te -1.11 -0.04 -2.18 0.39
C -0.93 2.07 -2.11 0.34
C -0.03 2.65 -1.24 0.49
C 0.07 4.04 -1.15 -0.40
C -0.73 4.84 -1.96 -0.51
C -1.63 4.26 -2.85 -0.58
C -1.72 2.88 -2.93 -0.53
C 0.46 -0.15 -3.62 0.47
C 0.21 -0.53 -4.94 -0.37
C 1.25 -0.65 -5.86 -0.57
C 2.55 -0.37 -5.47 -0.35
C 2.82 0.01 -4.16 -0.83
C 1.78 0.11 -3.24 -0.25
H 0.58 2.00 -0.62 -0.68
H 0.76 4.49 -0.46 0.40
H -0.66 5.92 -1.89 0.35
H -2.26 4.88 -3.47 0.35
H -2.44 2.42 -3.60 0.35
H -0.81 -0.76 -5.24 0.36
H 1.04 -0.96 -6.88 0.35
H 3.37 -0.46 -6.19 0.35
H 3.84 0.21 -3.85 0.39
H 1.98 0.37 -2.21 0.25
N -0.78 2.98 6.00 -0.65
C -1.45 2.67 4.80 1.06
C -0.73 2.51 3.62 -0.51
C -1.38 2.22 2.44 0.41
C -2.76 2.10 2.41 -0.51
C -3.49 2.25 3.59 -0.56
C -2.84 2.54 4.77 -0.83
S -3.58 1.68 0.88 1.03
O -3.52 2.84 0.02 -0.70
O -4.90 1.21 1.27 -0.72
N -2.65 0.56 0.27 -0.15
C -2.57 -0.65 0.92 0.13
S -3.80 -1.27 2.02 -0.16
C -2.88 -2.71 2.28 -0.39
C -1.75 -2.66 1.55 -0.94
N -1.56 -1.52 0.79 0.50
H 0.18 2.66 6.00 0.26
H -1.26 2.63 6.82 0.21
H 0.35 2.57 3.63 0.10
H -0.81 2.03 1.53 0.20
H -4.57 2.12 3.56 0.47
H -3.40 2.66 5.69 0.26
H -3.21 -3.49 2.94 0.42
H -1.00 -3.43 1.52 0.32
```

DFT (ωB97M-V with the def2-TZVPD basis set) results for a structure of composition C35H26ClFIIrN4O4 at a distorted geometry.

Calculated values
- spin multiplicity = 2
- expectation value of S² = 0.763
- charge = +1
- frontier orbital gap (alpha / beta) (eV) = 7.38 / 5.71

Structure (XYZ):
```
73
Properties=species:S:1:pos:R:3:mulliken_charge:R:1
Ir -0.82 0.93 0.54 2.48
C -2.11 -0.21 3.16 -1.78
N -1.49 0.93 2.46 0.29
C -1.30 2.04 3.10 0.15
C -0.57 3.04 2.48 -0.10
C -0.12 4.34 2.75 -1.05
C 0.57 4.76 1.62 -0.75
C 0.53 3.71 0.69 -0.21
N -0.13 2.68 1.22 0.64
C -3.45 -0.62 2.60 0.74
C -3.56 -1.74 1.80 -0.34
C -4.80 -2.14 1.31 -0.76
C -5.93 -1.40 1.62 -0.49
C -5.83 -0.28 2.43 -0.80
C -4.60 0.10 2.93 -0.13
H -2.21 0.10 4.20 0.81
H -1.43 -1.06 3.12 0.25
H -1.68 2.14 4.12 0.50
H -0.31 4.90 3.65 0.49
H 1.04 5.71 1.47 0.46
H 0.94 3.66 -0.30 0.36
H -2.67 -2.33 1.58 0.51
H -4.88 -3.03 0.70 0.47
H -6.90 -1.71 1.24 0.45
H -6.72 0.29 2.68 0.43
H -4.53 0.97 3.57 0.43
Cl -6.78 -0.85 -2.36 -0.25
C -5.48 0.00 -1.60 0.89
C -5.71 1.22 -1.05 -0.54
C -4.67 1.93 -0.42 -0.31
I -5.03 3.79 0.43 0.12
C -3.41 1.40 -0.34 0.04
O -2.37 2.05 0.17 -0.78
C -3.19 0.11 -0.87 0.76
N -1.95 -0.40 -0.68 -0.35
C -1.66 -1.60 -1.14 0.04
C -2.60 -2.36 -1.84 -1.13
C -3.87 -1.88 -2.03 -0.79
C -4.20 -0.61 -1.53 -0.36
H -6.70 1.66 -1.10 0.45
H -0.67 -1.98 -0.95 0.49
H -2.31 -3.34 -2.21 0.47
H -4.62 -2.46 -2.55 0.49
C 5.11 -3.70 -0.87 -1.79
C 5.48 -2.22 -0.90 0.48
C 6.28 -1.89 -2.15 -0.97
C 6.67 -0.42 -2.15 -1.01
C 5.44 0.43 -2.04 1.19
C 5.41 1.70 -2.57 -0.76
C 4.27 2.49 -2.47 -0.04
F 4.29 3.72 -2.99 -0.35
C 3.14 2.03 -1.85 -0.99
C 3.13 0.74 -1.31 0.41
C 1.95 0.26 -0.63 1.71
O 0.93 1.01 -0.60 -1.11
C 2.05 -0.99 -0.01 0.34
C 3.20 -1.73 -0.16 -0.59
N 4.27 -1.33 -0.83 0.19
C 4.28 -0.06 -1.40 -0.92
C 0.95 -1.61 0.77 -0.31
O 1.04 -2.79 1.07 -0.73
O -0.03 -0.86 1.18 -0.85
H 6.00 -4.28 -1.10 0.43
H 4.35 -3.92 -1.62 0.40
H 4.75 -4.03 0.10 0.53
H 6.09 -1.98 -0.02 0.14
H 5.68 -2.13 -3.03 0.34
H 7.16 -2.52 -2.17 0.38
H 7.21 -0.17 -3.06 0.48
H 7.33 -0.22 -1.31 0.32
H 6.28 2.10 -3.08 0.54
H 2.26 2.65 -1.78 0.56
H 3.22 -2.71 0.29 0.68
```

DFT (ωB97M-V with the def2-TZVPD basis set) results for a structure of composition C35H26ClINOPPdTe at a distorted geometry.

Calculated values
- spin multiplicity = 3
- expectation value of S² = 2.017
- charge = 0
- frontier orbital gap (alpha / beta) (eV) = 7.22 / 5.55

Structure (XYZ):
```
68
Properties=species:S:1:pos:R:3:mulliken_charge:R:1
Pd -0.16 0.79 -0.85 -0.54
Cl -5.40 -3.78 -0.26 -0.29
C -4.44 -2.34 -0.37 0.72
C -4.83 -1.22 0.31 -0.74
C -4.09 -0.04 0.22 -0.15
I -4.73 1.72 1.15 0.06
C -2.93 0.06 -0.57 -0.02
O -2.30 1.16 -0.76 -0.93
C -2.50 -1.15 -1.21 0.80
N -1.32 -1.09 -1.86 0.02
C -0.94 -2.11 -2.60 0.02
C -1.69 -3.29 -2.70 -1.16
C -2.84 -3.41 -1.97 -0.89
C -3.29 -2.33 -1.18 0.37
H -5.72 -1.25 0.92 0.42
H 0.00 -2.01 -3.12 0.18
H -1.35 -4.09 -3.34 0.44
H -3.42 -4.33 -2.00 0.43
C -0.63 5.02 4.94 -0.51
C -0.95 5.32 3.63 -0.60
C -1.05 4.30 2.69 -0.65
C -0.81 2.98 3.05 0.38
C -0.50 2.68 4.38 -0.39
C -0.41 3.70 5.31 -0.64
P -0.69 1.80 1.64 0.95
C -1.09 0.17 2.38 0.72
C -0.59 -0.99 1.79 -0.30
C -0.98 -2.24 2.24 -0.60
C -1.89 -2.36 3.27 -0.62
C -2.41 -1.21 3.86 -0.77
C -2.01 0.04 3.42 -0.39
C 1.14 1.82 1.47 0.57
C 2.07 2.25 2.42 -0.23
C 3.38 2.49 2.06 -0.76
C 3.76 2.31 0.74 -0.78
C 2.85 1.85 -0.21 0.07
C 1.53 1.58 0.14 -0.16
H -0.53 5.81 5.68 0.38
H -1.11 6.35 3.33 0.41
H -1.30 4.53 1.66 0.40
H -0.31 1.66 4.68 0.51
H -0.16 3.46 6.34 0.40
H 0.12 -0.91 0.97 0.14
H -0.58 -3.13 1.77 0.45
H -2.20 -3.33 3.62 0.40
H -3.14 -1.29 4.66 0.40
H -2.44 0.93 3.87 0.57
H 1.76 2.42 3.45 0.39
H 4.09 2.84 2.79 0.39
H 4.77 2.54 0.42 0.40
H 3.21 1.75 -1.23 0.33
C 2.27 -0.72 -2.29 -1.15
Te 1.30 1.04 -3.12 0.23
C 1.48 -0.11 -4.98 -1.38
C 2.51 -1.19 -4.73 0.73
C 3.08 -1.88 -5.79 -0.78
C 4.00 -2.89 -5.54 -0.54
C 4.37 -3.20 -4.24 -0.60
C 3.80 -2.50 -3.19 -0.66
C 2.88 -1.49 -3.42 0.56
H 1.54 -1.31 -1.74 0.37
H 3.03 -0.41 -1.57 0.88
H 1.80 0.57 -5.76 0.60
H 0.52 -0.54 -5.26 0.41
H 2.81 -1.64 -6.81 0.45
H 4.45 -3.43 -6.37 0.39
H 5.09 -3.98 -4.05 0.41
H 4.09 -2.73 -2.17 0.47
```

DFT (ωB97M-V with the def2-TZVPD basis set) results for a structure of composition C35H26N4O5Se4Zr.

Calculated values
- charge = -2
- frontier orbital gap (eV) = 5.73

Structure (XYZ):
```
75
Properties=species:S:1:pos:R:3:mulliken_charge:R:1
Zr 0.36 0.10 -0.13 -1.25
O -4.07 1.12 3.36 -0.70
C -3.04 0.82 4.17 0.42
C -3.24 0.95 5.55 -0.70
C -2.21 0.66 6.43 -0.27
C -0.97 0.24 5.96 -0.93
C -0.77 0.10 4.59 -0.49
C -1.80 0.38 3.69 0.05
C -1.53 0.23 2.24 1.09
O -0.38 -0.17 1.87 -0.34
N -2.50 0.51 1.40 -1.23
N -2.03 0.40 0.09 1.26
C -2.95 0.36 -0.79 -0.57
C -2.76 0.23 -2.21 1.03
C -3.88 0.13 -3.03 -0.77
C -3.77 0.00 -4.40 -0.75
C -2.50 -0.04 -4.97 -0.34
C -1.37 0.06 -4.19 -0.87
C -1.46 0.19 -2.79 -0.16
O -0.38 0.29 -2.08 0.12
H -3.75 0.99 2.43 0.58
H -4.20 1.29 5.90 0.40
H -2.37 0.78 7.49 0.34
H -0.16 0.02 6.64 0.40
H 0.18 -0.21 4.19 0.51
H -3.99 0.41 -0.44 0.18
H -4.86 0.16 -2.56 0.32
H -4.66 -0.08 -5.02 0.36
H -2.39 -0.15 -6.04 0.37
H -0.37 0.03 -4.62 0.42
Se 2.44 -0.19 -2.04 -0.50
Se 4.43 -0.74 -0.92 -0.31
Se 4.47 1.06 0.56 -0.36
Se 2.50 0.64 1.74 -0.21
C 0.36 5.28 -0.25 -0.29
C -0.74 4.61 0.26 -0.93
C -0.76 3.22 0.31 -0.10
C 0.32 2.43 -0.13 1.36
C 1.42 3.15 -0.62 -0.17
C 1.44 4.54 -0.69 -0.79
H 0.38 6.36 -0.29 0.33
H -1.60 5.17 0.62 0.37
H -1.65 2.75 0.71 0.29
H 2.30 2.61 -0.96 0.14
H 2.32 5.04 -1.09 0.36
O -2.74 -3.20 -1.17 -0.75
C -1.64 -3.25 -0.66 -0.13
N -1.05 -4.45 -0.22 -0.12
C 0.34 -4.22 0.16 3.46
C 0.35 -2.69 0.08 0.08
O 1.31 -1.98 0.41 -0.08
N -0.78 -2.20 -0.39 -0.34
C 0.66 -4.65 1.58 -0.59
C -0.28 -5.24 2.41 -0.62
C 0.04 -5.58 3.71 -0.79
C 1.31 -5.33 4.21 -0.40
C 2.26 -4.72 3.38 -0.85
C 1.94 -4.39 2.08 -0.07
C 1.31 -4.84 -0.84 -0.39
C 2.02 -4.06 -1.75 0.41
C 2.86 -4.67 -2.67 -0.96
C 3.00 -6.05 -2.70 -0.36
C 2.29 -6.83 -1.79 -0.82
C 1.46 -6.22 -0.86 -0.25
H -1.31 -5.28 -0.73 0.29
H -1.28 -5.41 2.03 0.39
H -0.70 -6.04 4.35 0.39
H 1.56 -5.58 5.23 0.38
H 3.25 -4.49 3.77 0.41
H 2.67 -3.89 1.45 0.38
H 1.94 -2.98 -1.75 0.06
H 3.41 -4.05 -3.37 0.45
H 3.66 -6.52 -3.41 0.37
H 2.40 -7.91 -1.79 0.37
H 0.93 -6.82 -0.13 0.41
```

DFT (ωB97M-V with the def2-TZVPD basis set) results for a structure of composition C35H27BrF5IN4O6OsPS2Se.

Calculated values
- spin multiplicity = 2
- expectation value of S² = 0.756
- charge = 0
- frontier orbital gap (alpha / beta) (eV) = 7.25 / 6.32

Structure (XYZ):
```
84
Properties=species:S:1:pos:R:3:mulliken_charge:R:1
Os -1.05 1.60 0.07 3.84
C -3.61 -3.34 -1.46 -1.15
C -3.63 -2.00 -0.76 0.03
O -2.77 -2.09 0.39 -0.20
P -2.99 -1.11 1.64 0.40
S -3.09 0.81 0.92 -0.56
S -1.75 -1.59 3.04 -0.41
O -4.54 -1.27 2.01 -0.29
C -4.99 -2.22 2.99 -0.42
C -5.00 -3.63 2.44 -0.86
H -4.23 -3.30 -2.36 0.40
H -4.00 -4.12 -0.81 0.31
H -2.59 -3.62 -1.75 0.05
H -4.64 -1.74 -0.45 0.57
H -3.25 -1.20 -1.41 0.01
H -6.00 -1.89 3.25 0.29
H -4.36 -2.14 3.87 0.36
H -5.61 -3.69 1.54 0.23
H -5.40 -4.31 3.18 0.44
H -3.98 -3.95 2.19 0.16
O 0.53 1.32 1.46 -1.24
C 1.33 1.97 0.71 -0.36
O 0.90 2.30 -0.44 -0.82
C 2.67 2.39 1.18 0.04
C 3.15 1.95 2.40 -0.41
C 4.37 2.42 2.88 -0.90
C 5.10 3.32 2.13 -0.41
C 4.60 3.73 0.90 -0.07
C 3.39 3.28 0.41 -0.38
N 5.37 4.70 0.11 1.10
O 4.87 5.09 -0.93 -0.61
O 6.42 5.10 0.57 -0.64
H 2.56 1.25 2.98 0.56
H 4.74 2.09 3.84 0.42
H 6.04 3.72 2.48 0.53
H 3.01 3.64 -0.54 0.81
Br 0.69 1.85 -3.90 -0.07
C 0.19 3.58 -3.32 0.26
C 1.10 4.60 -3.55 -0.44
C 0.79 5.90 -3.17 -0.59
C -0.43 6.18 -2.57 -0.63
C -1.33 5.15 -2.34 -0.33
C -1.02 3.85 -2.70 0.08
I -2.39 2.36 -2.15 0.04
H 2.04 4.38 -4.02 0.44
H 1.51 6.69 -3.34 0.40
H -0.67 7.18 -2.27 0.40
H -2.27 5.36 -1.84 0.49
F 2.62 5.11 5.03 -0.36
C 1.69 4.86 4.11 0.66
C 0.65 3.98 4.40 0.25
F 0.60 3.41 5.60 -0.33
C -0.29 3.70 3.44 0.57
F -1.27 2.85 3.74 -0.40
C -0.23 4.26 2.17 -0.50
Se -1.57 3.89 0.85 -0.15
C 0.81 5.14 1.91 0.47
F 0.94 5.71 0.71 -0.33
C 1.77 5.45 2.87 0.13
F 2.78 6.27 2.58 -0.40
N 0.78 -5.36 -0.79 0.06
C 0.91 -6.53 -1.51 0.72
C 1.21 -7.84 -1.13 -1.08
C 1.27 -8.77 -2.14 -0.40
C 1.03 -8.43 -3.48 -0.49
C 0.74 -7.13 -3.85 -0.76
C 0.68 -6.17 -2.84 0.50
N 0.40 -4.82 -2.93 -0.63
C 0.47 -4.38 -1.70 -0.21
C 0.21 -2.99 -1.31 1.42
C -0.29 -2.10 -2.26 -1.22
C -0.61 -0.82 -1.88 -0.62
N -0.44 -0.37 -0.62 0.15
C 0.09 -1.21 0.28 -1.00
C 0.42 -2.52 -0.03 -1.01
H 0.82 -5.26 0.21 0.17
H 1.39 -8.11 -0.10 0.39
H 1.49 -9.80 -1.89 0.38
H 1.09 -9.20 -4.24 0.38
H 0.56 -6.86 -4.88 0.44
H -0.46 -2.43 -3.28 0.51
H -1.04 -0.13 -2.58 0.61
H 0.22 -0.83 1.28 0.86
H 0.80 -3.14 0.77 0.31
```

DFT (ωB97M-V with the def2-TZVPD basis set) results for a structure of composition C35H27FeN9.

Calculated values
- spin multiplicity = 2
- expectation value of S² = 0.771
- charge = +3
- frontier orbital gap (alpha / beta) (eV) = 6.44 / 5.89

Structure (XYZ):
```
72
Properties=species:S:1:pos:R:3:mulliken_charge:R:1
Fe 1.08 -0.04 -0.05 -0.34
C -0.85 0.32 2.92 -0.80
C 0.48 -0.35 3.02 1.05
C 0.80 -0.96 4.24 -0.96
C 2.02 -1.57 4.42 -0.84
C 2.95 -1.50 3.38 -0.88
C 2.60 -0.87 2.22 1.11
N 1.36 -0.32 2.01 0.46
C 3.56 -0.53 1.15 -0.18
C 4.94 -0.60 1.17 -0.88
C 5.64 0.15 0.23 -0.84
C 4.98 1.08 -0.58 -0.92
C 3.60 1.10 -0.53 -0.14
N 2.95 0.17 0.19 1.02
C 2.67 2.17 -0.92 1.15
C 3.06 3.30 -1.58 -0.95
C 2.16 4.36 -1.70 -0.83
C 0.92 4.22 -1.12 -0.99
C 0.56 3.03 -0.47 1.18
C -0.80 2.97 0.14 -1.31
N 1.41 2.01 -0.39 0.43
H -0.86 1.19 3.58 0.44
H -1.65 -0.34 3.25 0.38
H -1.07 0.65 1.91 -0.44
H 0.07 -0.95 5.03 0.56
H 2.27 -2.06 5.35 0.52
H 3.95 -1.91 3.50 0.50
H 5.47 -1.17 1.92 0.52
H 6.73 0.11 0.21 0.51
H 5.54 1.79 -1.16 0.52
H 4.06 3.38 -1.97 0.49
H 2.43 5.27 -2.22 0.52
H 0.20 5.03 -1.16 0.55
H -0.90 3.75 0.89 0.55
H -0.99 2.01 0.62 -0.16
H -1.58 3.15 -0.61 0.39
C 1.53 -4.30 0.71 -0.74
C 1.81 -3.03 0.22 -0.27
N 0.87 -2.09 0.20 0.47
C -0.37 -2.42 0.64 0.62
C -0.61 -3.68 1.16 -0.33
N 0.34 -4.61 1.21 -0.48
C -1.39 -1.42 0.26 -0.67
C -2.76 -1.54 0.23 -0.58
C -3.50 -0.66 -0.58 0.75
C -2.80 0.18 -1.47 -0.88
C -1.43 0.23 -1.38 -0.77
N -0.79 -0.42 -0.40 1.17
C -0.42 0.62 -2.40 0.81
C -0.70 1.16 -3.64 -0.18
N 0.23 1.24 -4.59 -0.49
C 1.43 0.76 -4.31 -0.74
C 1.75 0.25 -3.05 -0.26
N 0.83 0.20 -2.10 0.52
C -4.97 -0.70 -0.61 0.17
C -5.70 0.46 -0.84 -0.55
C -7.08 0.39 -0.84 -0.46
N -7.75 -0.74 -0.65 -0.51
C -7.06 -1.85 -0.44 -0.48
C -5.67 -1.89 -0.40 -0.59
H 2.29 -5.08 0.70 0.47
H 2.79 -2.77 -0.15 0.58
H -1.59 -3.95 1.53 0.42
H -3.27 -2.32 0.78 0.60
H -3.34 0.68 -2.26 0.81
H -1.69 1.51 -3.89 0.44
H 2.18 0.78 -5.10 0.47
H 2.74 -0.10 -2.82 0.57
H -5.21 1.42 -0.98 0.49
H -7.68 1.28 -1.01 0.39
H -7.64 -2.76 -0.31 0.40
H -5.17 -2.84 -0.25 0.45
```

What are the M values for these records? In order: 867.25 940.19 903.95 989.68 1265.72 629.51 g mol⁻¹.